ORCA calculation (wB97M-V/def2-TZVPD) on a structure of composition C24H70N2O22PY at a distorted geometry.

The net charge is 0. The calculation puts the LUMO energy at -3.5007 eV. The value obtained for the energy is -3100.21096 hartree. For the HOMO energy, the calculation gives -0.2939 Eh. Its molecular weight is 858.7 g/mol.

Element x y z (Å)
Y 22.97 28.64 3.95
P 26.50 28.04 6.60
O 25.95 26.91 5.71
O 25.13 28.60 7.11
O 26.54 29.09 5.42
O 27.75 27.67 7.53
C 18.63 23.53 8.82
C 18.17 24.35 7.60
C 16.98 25.21 8.03
O 16.59 26.17 7.05
C 15.39 26.84 7.39
N 19.40 25.16 7.35
H 17.71 23.16 9.28
H 19.19 24.19 9.48
H 19.09 22.63 8.41
H 17.86 23.87 6.67
H 17.16 25.69 8.99
H 16.04 24.68 8.21
H 15.61 27.77 7.92
H 14.75 26.45 8.18
H 14.68 26.97 6.57
H 20.21 24.56 7.28
H 19.69 25.49 8.26
C 19.41 33.94 6.97
C 18.10 33.24 6.67
C 17.15 34.03 5.78
O 15.85 33.31 5.62
C 14.83 34.10 4.97
N 18.53 31.90 6.13
H 19.73 33.66 7.98
H 19.28 35.02 7.00
H 20.17 33.85 6.20
H 17.58 32.94 7.57
H 17.67 34.17 4.83
H 16.99 35.03 6.20
H 14.65 34.94 5.63
H 13.88 33.57 4.90
H 15.23 34.54 4.05
H 17.75 31.33 5.85
H 18.60 31.48 7.04
C 24.37 31.80 -0.28
C 23.08 32.51 -0.03
O 22.76 32.30 1.31
O 24.23 30.41 0.12
H 25.23 32.22 0.23
H 24.63 31.99 -1.33
H 22.32 32.12 -0.71
H 23.12 33.59 -0.16
H 22.30 33.07 1.67
H 24.90 29.93 -0.37
C 19.24 25.81 0.25
C 20.58 25.24 -0.23
O 21.36 25.33 0.98
O 19.42 27.10 0.90
H 18.92 25.04 0.95
H 18.60 25.89 -0.63
H 21.00 25.79 -1.06
H 20.47 24.23 -0.62
H 22.03 24.67 0.79
H 18.58 27.56 0.97
C 29.34 34.61 4.31
C 30.49 33.64 4.32
O 30.18 32.47 3.63
O 28.33 34.28 5.25
H 28.87 34.75 3.34
H 29.83 35.52 4.67
H 30.77 33.25 5.30
H 31.45 34.14 4.13
H 29.39 32.10 4.03
H 28.28 33.33 5.21
C 34.12 26.76 6.17
C 34.54 27.30 4.81
O 35.78 26.71 4.40
O 33.17 25.82 6.21
H 33.83 27.56 6.86
H 35.01 26.41 6.68
H 34.88 28.30 5.07
H 33.78 27.34 4.03
H 35.53 25.79 4.28
H 32.43 26.27 6.61
C 28.69 22.16 0.64
C 27.91 20.78 0.65
O 26.74 20.81 1.39
O 27.86 23.24 0.81
H 29.11 22.24 -0.36
H 29.41 22.14 1.46
H 28.50 19.89 0.90
H 27.60 20.64 -0.39
H 26.99 20.55 2.28
H 27.57 23.36 1.71
C 26.87 23.01 11.62
C 26.58 22.35 12.93
O 27.37 21.20 13.13
O 28.15 23.68 11.82
H 26.22 23.86 11.43
H 27.10 22.48 10.69
H 25.58 21.95 13.11
H 26.62 23.14 13.69
H 28.13 21.38 12.58
H 28.22 24.27 11.06
C 27.18 30.89 12.94
C 28.78 30.94 13.17
O 29.57 30.82 11.96
O 26.60 32.10 12.50
H 26.72 30.79 13.93
H 26.74 30.06 12.40
H 29.06 30.09 13.80
H 29.06 31.81 13.76
H 29.07 30.28 11.35
H 26.54 32.01 11.55
C 20.36 29.03 13.67
C 18.95 28.70 14.24
O 19.15 27.79 15.29
O 20.80 27.98 12.92
H 21.10 29.26 14.44
H 20.35 29.85 12.95
H 18.32 28.36 13.42
H 18.37 29.59 14.46
H 18.43 27.16 15.28
H 21.58 28.37 12.51

Here are the Löwdin charges for atoms 1 to 99, given in e: 1.17 0.03 -0.24 -0.26 -0.20 -0.42 -0.07 -0.39 -0.22 -0.18 -0.13 0.01 0.07 0.08 0.08 0.14 0.13 0.12 0.08 0.07 0.09 0.06 0.05 -0.07 -0.44 -0.16 -0.21 -0.10 0.02 0.08 0.07 0.08 0.13 0.12 0.12 0.07 0.09 0.08 0.06 0.06 -0.23 -0.28 -0.09 -0.10 0.12 0.12 0.12 0.13 0.09 0.08 -0.23 -0.24 -0.10 -0.09 0.12 0.11 0.11 0.12 0.08 0.08 -0.25 -0.28 -0.05 -0.06 0.12 0.12 0.12 0.12 0.08 0.07 -0.33 -0.22 -0.08 -0.03 0.12 0.12 0.11 0.12 0.08 0.10 -0.26 -0.26 -0.06 -0.05 0.12 0.11 0.11 0.11 0.09 0.09 -0.21 -0.26 -0.05 -0.11 0.12 0.12 0.12 0.12 0.07

=====

ORCA calculation (wB97M-V/def2-TZVPD) on a structure of composition C10H35N9O8Y at a distorted geometry.

The net charge is +1. The calculation puts the LUMO energy at -4.6012 eV. The value obtained for the energy is -1535.07855 hartree. For the HOMO energy, the calculation gives -0.4214 Eh. Its molecular weight is 498.4 g/mol.

Element x y z (Å)
Y -0.58 -2.98 -1.71
O -2.73 -2.46 -1.66
H -2.96 -1.53 -1.71
O -0.38 -1.16 -0.38
H 0.06 -0.62 0.26
C -3.27 2.52 -2.32
C -2.81 1.38 -1.38
O -1.43 1.16 -1.69
H -3.32 2.14 -3.34
H -2.58 3.35 -2.23
H -4.24 2.86 -1.95
H -3.28 0.42 -1.64
H -3.04 1.61 -0.34
H -1.10 0.38 -1.19
C 3.05 -1.00 0.71
O 4.26 -1.14 0.79
N 2.41 -1.11 -0.47
N 2.31 -0.61 1.79
H 2.91 -1.40 -1.30
H 1.40 -1.02 -0.55
H 1.34 -0.45 1.62
H 2.76 -0.54 2.68
C 0.68 -0.36 -3.87
O 0.27 -1.29 -3.14
N 1.61 -0.59 -4.86
N 0.12 0.84 -3.94
H 1.90 0.16 -5.45
H 1.92 -1.52 -5.08
H -0.45 1.05 -3.11
H 0.38 1.53 -4.62
C -3.33 -1.48 2.09
O -4.09 -1.39 3.04
N -3.07 -2.66 1.45
N -2.62 -0.43 1.58
H -2.82 -2.62 0.46
H -3.68 -3.43 1.65
H -1.93 -0.68 0.89
H -2.67 0.48 2.00
C 0.29 -4.20 1.51
O -0.26 -3.92 0.41
N 1.09 -5.25 1.67
N 0.10 -3.37 2.54
H 1.38 -5.42 2.62
H 1.49 -5.79 0.92
H -0.37 -2.50 2.33
H 0.57 -3.47 3.42
C -0.06 2.57 1.41
C 1.37 2.65 2.01
C 2.20 3.69 1.30
O 2.40 3.53 -0.08
C 2.73 2.26 -0.59
N 1.15 2.78 3.45
H -0.47 1.60 1.69
H -0.07 2.62 0.31
H -0.64 3.43 1.72
H 1.89 1.70 1.86
H 3.12 3.91 1.86
H 1.64 4.63 1.48
H 3.08 2.32 -1.62
H 1.90 1.55 -0.52
H 3.49 1.76 0.02
H 0.47 3.54 3.57
H 0.52 2.00 3.65

Atomic charges from the Löwdin analysis, expressed in e, are listed below: 1.78 -0.41 -0.05 -0.43 -0.04 -0.06 -0.28 -0.15 0.08 0.08 0.08 0.10 0.10 0.03 -0.70 0.03 0.16 0.17 0.11 0.02 0.06 0.12 -0.59 -0.14 0.18 0.22 0.11 0.11 0.08 0.13 -0.68 0.03 0.15 0.16 0.04 0.11 0.03 0.10 -0.60 -0.16 0.21 0.22 0.12 0.12 0.10 0.13 -0.06 -0.45 -0.21 -0.16 -0.10 0.04 0.05 0.07 0.09 0.09 0.13 0.13 0.09 0.05 0.09 0.07 0.06

=====

ORCA calculation (wB97M-V/def2-TZVPD) on a structure of composition C17H14ClCoNO3S at a distorted geometry.

The multiplicity is 5. The net charge is -1. The calculation puts the LUMO energy (alpha / beta) at 1.8866 / 0.3621 eV. The value obtained for the energy is -3177.73689 hartree. For the HOMO energy (alpha / beta), the calculation gives -0.0837 / -0.0835 Eh. Its expectation value of S² is 6.018. Its molecular weight is 406.8 g/mol.

Element x y z (Å)
C 2.40 -2.77 1.09
C 2.46 -2.76 -0.33
C 1.13 -2.72 -0.84
H 3.36 -2.87 -0.92
C 0.23 -2.70 0.28
C 1.03 -2.77 1.48
H 0.65 -2.91 2.49
H 3.23 -2.83 1.79
H 0.81 -2.80 -1.87
H -0.85 -2.79 0.24
Co 1.33 -0.81 0.50
Cl 2.83 0.46 1.30
C 1.58 2.09 -4.37
C 0.34 1.45 -4.71
C 0.66 0.21 -5.37
H -0.65 1.84 -4.54
C 2.08 0.09 -5.43
C 2.65 1.25 -4.81
H 3.71 1.47 -4.73
H 1.68 3.05 -3.89
H -0.06 -0.49 -5.77
H 2.63 -0.72 -5.89
O 0.18 -0.86 3.41
C -0.51 -0.19 2.61
N -0.23 -0.23 1.25
S -1.01 0.62 0.03
O -1.49 1.92 0.98
O 0.03 1.20 -0.86
C -2.13 1.61 2.19
C -3.36 2.22 2.44
C -3.88 2.17 3.72
C -3.23 1.43 4.72
C -2.11 0.65 4.37
C -1.59 0.69 3.06
H -3.88 2.62 1.57
H -4.81 2.68 3.93
H -3.57 1.48 5.75
H -1.59 0.02 5.11

Atomic charges from the Löwdin analysis, expressed in e, are listed below: -0.14 -0.11 -0.10 0.11 -0.16 -0.16 0.11 0.11 0.12 0.12 0.42 0.15 -0.23 -0.23 -0.24 0.04 -0.24 -0.23 0.04 0.04 0.03 0.04 0.02 -0.45 -0.30 0.94 -0.24 -0.40 -0.26 0.00 -0.08 -0.08 0.00 -0.10 0.13 0.10 0.10 0.12

=====

ORCA calculation (wB97M-V/def2-TZVPD) on an isolated molecule of C4H6N2O at a distorted geometry.

The net charge is 0. The SMILES is Cc1cnc(N)o1. The calculation puts the LUMO energy at 0.8725 eV. The value obtained for the energy is -340.74496 hartree. For the HOMO energy, the calculation gives -0.3054 Eh. Its molecular weight is 98.1 g/mol.

Element x y z (Å)
C -2.01 0.49 0.27
C -0.68 -0.03 -0.06
C -0.21 -1.23 -0.44
N 1.14 -1.17 -0.73
C 1.41 0.07 -0.49
N 2.55 0.60 0.06
O 0.35 0.87 -0.22
H -2.41 1.01 -0.60
H -2.64 -0.36 0.49
H -2.05 1.18 1.12
H -0.74 -2.16 -0.52
H 2.11 0.91 0.93
H 3.19 -0.17 0.20

Atomic charges from the Löwdin analysis, expressed in e, are listed below: -0.02 -0.32 -0.09 0.13 -0.50 0.14 0.09 0.09 0.09 0.09 0.11 0.11 0.10

=====

ORCA calculation (wB97M-V/def2-TZVPD) on a structure of composition C5H30NO10 at a distorted geometry.

The net charge is -1. The calculation puts the LUMO energy at 2.8684 eV. The value obtained for the energy is -1015.60701 hartree. For the HOMO energy, the calculation gives -0.2122 Eh. Its molecular weight is 264.3 g/mol.

Element x y z (Å)
C 0.45 -1.73 -1.40
N -0.03 -1.57 -0.04
C 0.34 -0.20 0.60
C -0.10 -0.18 2.21
C -1.48 0.21 2.50
O -1.74 1.53 2.83
C 0.58 -3.18 -1.78
H -0.14 -1.10 -2.11
H 1.53 -1.23 -1.42
H -1.01 -1.64 0.02
H 1.36 0.06 0.28
H -0.41 0.34 0.10
H 0.22 -1.17 2.52
H 0.72 0.56 2.48
H -2.13 -0.04 1.54
H -1.85 -0.35 3.48
H -0.10 -3.79 -1.04
H 0.25 -3.30 -2.80
H 1.56 -3.36 -1.72
H 3.35 0.78 -1.90
H 2.00 1.25 -1.05
O 2.51 0.44 -1.69
H 2.71 -1.61 -0.15
H 3.47 -0.99 -1.27
O 3.57 -1.77 -0.63
H 2.08 3.01 -0.92
H 1.11 2.13 0.91
O 1.55 2.28 -0.59
H 0.45 3.49 1.42
H -0.91 2.08 3.10
O 0.84 2.64 1.75
H 0.31 -2.81 1.67
H 1.73 -3.60 1.51
O 0.81 -3.58 2.09
H 1.18 0.74 -2.67
H -0.35 1.18 -2.99
O 0.52 0.92 -3.39
H -2.81 -0.63 -1.22
H -4.00 -0.14 -0.64
O -3.63 -0.98 -0.85
H -1.54 3.01 -1.01
H -0.30 2.00 -0.89
O -1.22 2.10 -1.09
H -2.89 1.46 -0.22
H -2.78 1.70 1.18
O -3.39 1.84 0.49

Atomic charges from the Löwdin analysis, expressed in e, are listed below: -0.32 -0.09 -0.12 -0.14 -0.31 -0.12 -0.08 0.11 0.09 0.07 0.09 0.06 0.08 0.11 0.13 0.15 0.12 0.06 0.01 0.01 -0.05 -0.23 0.01 0.02 -0.13 0.03 -0.01 -0.25 0.06 0.13 -0.15 -0.01 0.12 -0.18 -0.03 0.02 -0.12 0.02 0.00 -0.04 0.07 -0.02 -0.06 -0.03 -0.05 -0.04

=====

ORCA calculation (wB97M-V/def2-TZVPD) on a cluster of 6 separate species, H12O6 in total.

The net charge is 0. The SMILES is O.O.O.O.O.O. The calculation puts the LUMO energy at 0.0912 eV. The value obtained for the energy is -458.61399 hartree. For the HOMO energy, the calculation gives -0.4013 Eh. Its molecular weight is 108.1 g/mol.

Element x y z (Å)
O 18.94 29.27 -1.78
H 18.72 28.43 -1.37
H 19.82 29.13 -2.15
O 20.90 27.18 -1.37
H 20.12 27.16 -0.82
H 21.10 26.27 -1.55
O 25.32 28.63 -1.53
H 24.46 28.21 -1.45
H 25.89 28.10 -0.98
O 22.96 27.78 -6.54
H 23.37 28.35 -7.19
H 22.04 27.75 -6.79
O 21.71 28.95 -3.28
H 21.84 28.29 -2.59
H 21.96 28.51 -4.09
O 22.08 30.59 -0.46
H 22.30 30.28 -1.34
H 22.91 30.87 -0.08

Atomic charges from the Löwdin analysis, expressed in e, are listed below: -0.04 0.01 -0.02 -0.03 0.05 0.06 -0.05 0.02 0.03 -0.05 0.04 0.03 -0.04 -0.01 0.03 -0.05 0.00 0.03